The following is a DFT calculation (wB97M-V/def2-TZVPD) of a molecular structure, C44H67Br2GeN4O5PbSi3Te in a non-equilibrium geometry.

Last column: Mulliken charge in e.
Geometry (Å):
Pb 1.010 0.636 -0.520  0.84
Br 5.791 -4.282 -3.127  -0.19
C 6.085 -3.799 -1.308  0.05
C 6.364 -4.783 -0.372  -0.55
C 6.536 -4.429 0.949  -0.15
C 6.379 -3.096 1.353  -0.17
C 6.157 -2.112 0.381  0.00
C 6.013 -2.464 -0.943  -0.46
N 6.598 -2.777 2.679  -0.53
N 5.962 -1.984 3.377  -0.46
C 4.761 -1.394 3.053  0.58
C 4.555 -0.106 3.544  -0.34
C 3.443 0.649 3.214  -0.93
C 2.469 0.160 2.347  0.54
O 1.419 0.848 1.988  -0.89
C 2.629 -1.189 1.873  -0.62
N 1.658 -1.658 1.064  1.17
C 1.662 -2.922 0.724  -1.24
C 2.596 -3.838 1.218  -1.29
C 3.619 -3.373 2.004  -1.03
C 3.714 -1.999 2.295  0.44
H 6.458 -5.815 -0.675  0.45
H 6.757 -5.182 1.691  0.50
H 6.113 -1.073 0.675  0.43
H 5.841 -1.707 -1.690  0.46
H 5.332 0.323 4.157  0.46
H 3.330 1.647 3.611  0.51
H 0.843 -3.234 0.089  0.51
H 2.497 -4.891 1.006  0.66
H 4.317 -4.072 2.438  0.78
O -1.226 -0.869 0.250  0.74
H -1.015 -0.709 1.304  0.08
H -1.928 -0.256 0.016  -0.47
O -0.683 -0.379 2.616  -0.80
H 0.144 0.219 2.423  0.25
H -0.315 -1.166 3.025  0.30
O 2.922 0.191 -2.430  -0.26
H 2.504 0.248 -3.296  0.24
H 3.599 0.875 -2.377  0.22
Br -0.737 1.098 -2.737  -0.64
C -4.032 -0.920 -2.950  -0.40
Si -4.013 -2.121 -1.464  0.45
C -5.064 -1.381 -0.038  -1.01
C -4.775 -3.790 -1.997  -1.20
Ge -1.808 -2.867 -0.596  0.47
Si -0.283 -3.599 -2.543  0.78
C -0.799 -2.527 -4.030  -0.68
C -0.952 -5.391 -2.702  -1.19
C 1.623 -3.643 -2.380  -1.14
Si -2.129 -3.832 1.728  0.54
C -3.139 -2.668 2.870  -0.98
C -0.534 -4.345 2.649  -0.95
C -3.150 -5.412 1.405  -1.22
H -5.025 -0.512 -3.112  0.39
H -3.747 -1.430 -3.863  0.45
H -3.349 -0.086 -2.833  -0.36
H -5.918 -0.833 -0.424  0.42
H -4.497 -0.707 0.597  0.13
H -5.454 -2.170 0.598  0.44
H -5.845 -3.723 -2.171  0.41
H -4.609 -4.550 -1.237  0.28
H -4.315 -4.143 -2.916  0.30
H -1.764 -2.835 -4.417  0.30
H -0.083 -2.606 -4.842  0.45
H -0.868 -1.479 -3.757  -0.09
H -2.033 -5.386 -2.818  0.29
H -0.711 -5.983 -1.822  0.32
H -0.531 -5.898 -3.566  0.41
H 2.030 -2.695 -2.042  0.26
H 2.070 -3.859 -3.348  0.51
H 1.963 -4.417 -1.699  0.25
H -2.716 -1.672 2.953  0.15
H -3.187 -3.083 3.873  0.46
H -4.161 -2.566 2.523  0.32
H 0.148 -3.518 2.816  0.16
H 0.011 -5.108 2.106  0.28
H -0.786 -4.761 3.620  0.50
H -4.126 -5.175 0.995  0.29
H -3.310 -5.969 2.323  0.43
H -2.646 -6.073 0.706  0.34
C 0.632 4.979 0.027  -1.44
C 0.777 3.493 -0.157  0.57
O 1.902 2.949 -0.087  -0.68
N -0.278 2.728 -0.387  0.36
Te -1.649 3.687 -1.573  0.81
C -3.340 3.113 -2.859  0.50
C -3.128 3.604 -4.155  1.03
C -1.803 4.137 -4.618  -1.78
C -4.186 3.621 -5.054  -1.04
C -5.455 3.186 -4.705  0.34
C -6.592 3.230 -5.677  -1.64
C -5.635 2.694 -3.422  -0.74
C -4.602 2.648 -2.493  0.67
C -4.924 2.094 -1.142  -0.63
C -2.922 4.313 0.011  0.73
C -3.542 5.555 -0.136  0.54
C -3.403 6.351 -1.400  -1.70
C -4.319 6.057 0.901  -1.07
C -4.488 5.343 2.079  0.69
C -5.293 5.871 3.221  -1.61
C -3.911 4.085 2.177  -0.97
C -3.137 3.550 1.159  0.62
C -2.648 2.142 1.304  -0.95
H 1.502 5.354 0.558  0.42
H -0.267 5.191 0.604  0.34
H 0.574 5.475 -0.946  0.33
H -0.994 3.449 -4.367  0.25
H -1.589 5.114 -4.175  0.29
H -1.811 4.263 -5.698  0.48
H -4.011 3.997 -6.052  0.41
H -6.356 3.872 -6.521  0.39
H -7.495 3.599 -5.193  0.39
H -6.803 2.230 -6.056  0.31
H -6.611 2.335 -3.123  0.46
H -5.849 1.526 -1.194  0.45
H -5.068 2.891 -0.413  0.44
H -4.131 1.437 -0.800  -0.72
H -3.264 5.705 -2.269  0.17
H -2.560 7.041 -1.338  0.31
H -4.301 6.944 -1.570  0.46
H -4.799 7.018 0.780  0.44
H -5.520 6.924 3.092  0.40
H -4.750 5.741 4.154  0.39
H -6.230 5.325 3.308  0.31
H -4.083 3.490 3.062  0.54
H -3.474 1.514 1.636  0.64
H -1.858 2.069 2.050  0.78
H -2.259 1.777 0.355  -1.09

Forces on the atoms, in the same order (eV/Å):
0.481 0.281 0.694
0.054 0.041 0.187
-0.064 -0.088 -0.151
-0.060 0.019 -0.276
-0.126 0.490 0.336
-0.405 -0.091 -1.555
0.118 -0.180 0.346
-0.017 -0.112 -0.173
1.016 -0.401 1.039
0.730 -0.141 0.990
-1.303 0.834 -0.547
0.422 -0.789 -0.280
-0.477 0.157 -0.350
0.367 0.151 0.293
-0.376 0.296 -0.226
0.426 -0.144 0.325
-0.433 -0.273 -0.182
-0.066 0.185 0.131
0.375 0.008 0.226
-0.342 -0.296 -0.173
-0.082 0.385 0.099
-0.012 -0.047 -0.045
0.071 -0.026 0.091
-0.052 0.058 0.025
-0.033 0.071 -0.115
0.101 -0.004 0.150
-0.057 0.094 -0.009
0.106 -0.151 -0.036
0.010 -0.108 -0.062
0.086 0.008 -0.012
-0.019 -0.744 -0.249
-0.058 -0.237 -0.054
-0.270 0.208 -0.144
-0.185 0.258 -0.302
0.153 -0.193 0.132
0.084 -0.151 0.172
0.025 -0.123 0.145
0.126 0.176 -0.082
0.018 0.043 -0.244
-0.373 -0.457 -1.090
0.333 -0.461 0.548
-0.748 -0.085 -0.204
0.567 -0.334 -0.405
0.442 0.486 0.225
0.145 0.840 0.462
-0.052 -0.397 -0.286
0.118 -0.324 0.696
0.148 0.815 0.210
-0.835 0.164 0.204
-0.254 -0.510 0.398
0.388 -0.228 -0.727
-0.503 0.343 -0.553
0.374 0.639 -0.064
-0.279 -0.015 0.155
0.111 -0.184 -0.156
0.150 0.201 0.074
-0.077 0.079 -0.209
0.106 0.173 0.123
-0.003 -0.217 0.118
-0.184 0.136 -0.005
-0.031 -0.135 0.122
0.089 -0.040 -0.177
-0.262 -0.109 -0.025
0.233 -0.142 -0.088
-0.011 0.210 0.061
-0.186 -0.023 -0.025
0.060 -0.052 0.133
0.132 0.021 -0.179
0.110 0.190 0.058
-0.136 -0.031 -0.270
-0.010 -0.100 0.155
0.087 0.156 -0.018
0.128 -0.236 0.118
-0.171 0.005 -0.142
0.134 0.172 0.030
0.109 -0.136 -0.172
-0.258 -0.054 0.164
-0.197 0.072 -0.084
0.033 -0.033 0.254
0.113 -0.133 -0.141
0.305 0.042 0.135
0.480 0.580 -0.090
0.191 -0.115 0.119
-1.060 -0.659 -0.117
-0.645 0.126 0.345
0.216 0.166 -0.100
0.255 -0.027 0.027
0.095 0.042 -0.149
-0.136 -0.052 0.117
0.116 0.013 0.065
-0.005 -0.051 -0.020
0.191 0.061 -0.061
-0.023 -0.101 0.352
-0.091 0.041 0.009
0.017 0.107 0.073
0.006 -0.021 -0.125
-0.002 0.152 -0.046
0.082 -0.157 0.066
0.077 -0.066 -0.096
-0.066 0.027 0.021
0.098 0.039 -0.170
0.088 -0.043 -0.080
0.015 -0.061 0.112
0.056 0.086 -0.026
-0.039 0.146 -0.032
0.041 0.059 0.083
0.054 0.070 -0.050
0.060 -0.041 -0.056
0.012 0.007 -0.040
0.043 0.066 -0.117
-0.045 0.028 -0.066
-0.055 0.019 -0.031
-0.039 -0.021 -0.047
-0.086 -0.034 0.041
-0.017 -0.102 0.039
0.041 -0.043 0.056
0.068 -0.086 0.152
-0.100 0.172 -0.055
0.063 0.010 -0.058
0.009 0.021 -0.057
-0.024 0.086 0.003
-0.062 0.144 0.026
0.009 0.041 0.111
-0.114 -0.011 0.033
-0.013 -0.076 0.157
-0.037 -0.117 0.000
0.120 -0.040 -0.016
-0.022 -0.158 0.160

Calculated values
LUMO level = -2.9 eV
Energy above the lowest of the compared OMol25 structures with the same formula, charge and spin = 289.1 kJ/mol
Highest occupied orbital energy = -9.111 eV
Charge = +1
HOMO-LUMO gap = 6.26 eV